Molecular formula: C14H16N4O
Method: DFT, the ωB97M-V functional and the def2-TZVPD basis

Each atom is followed by the atoms it is bonded to, with distances in Å.
Cartesian coordinates (Å):
1 C 1.9242 2.0821 -0.5351  N2 1.464, H20 1.070, H21 1.128, H22 1.121
2 N 0.9685 1.0286 -0.1878  C1 1.464, C3 1.405, C15 1.504
3 C -0.3980 1.3497 -0.1185  N2 1.405, O4 1.257, N5 1.439
4 O -0.8099 2.5277 -0.2731  C3 1.257
5 N -1.4165 0.3444 0.0311  C3 1.439, C6 1.387, C13 1.388
6 C -0.9726 -0.9306 0.3494  N5 1.387, N7 1.353, N14 1.335
7 N -1.9949 -1.8161 0.3156  C6 1.353, C8 1.405
8 C -3.1323 -1.0063 0.1561  N7 1.405, C9 1.371, C13 1.427
9 C -4.4233 -1.4227 -0.0401  C8 1.371, C10 1.429, H23 1.141
10 C -5.3968 -0.3779 -0.1004  C9 1.429, C11 1.373, H24 1.039
11 C -4.9646 0.9030 -0.3385  C10 1.373, C12 1.370, H25 1.034
12 C -3.6653 1.3321 -0.2726  C11 1.370, C13 1.317, H26 1.036
13 C -2.8042 0.3735 0.0008  N5 1.388, C8 1.427, C12 1.317
14 N 0.2993 -1.2965 0.5208  C6 1.335, C15 1.546, H27 1.020
15 C 1.4680 -0.3258 0.2352  N2 1.504, N14 1.546, C16 1.576, C19 1.471
16 C 2.2528 -1.1126 -0.8823  C15 1.576, C17 1.598, H28 1.096, H29 1.125
17 C 3.7903 -0.8530 -0.5328  C16 1.598, C18 1.535, H30 1.129, H31 1.100
18 C 3.8535 -0.2762 0.8879  C17 1.535, C19 1.580, H32 1.006, H33 1.079
19 C 2.3597 -0.2430 1.4027  C15 1.471, C18 1.580, H34 1.118, H35 1.112
20 H 2.1852 2.0764 -1.5726  C1 1.070
21 H 1.7519 3.1731 -0.3040  C1 1.128
22 H 2.8697 1.7668 -0.0211  C1 1.121
23 H -4.5568 -2.5482 -0.1687  C9 1.141
24 H -6.3664 -0.6434 -0.3639  C10 1.039
25 H -5.7131 1.6160 -0.3696  C11 1.034
26 H -3.5190 2.3510 -0.3899  C12 1.036
27 H 0.5296 -2.2660 0.7404  N14 1.020
28 H 2.0358 -0.6485 -1.8507  C16 1.096
29 H 2.1365 -2.2308 -0.8330  C16 1.125
30 H 4.4412 -0.2396 -1.2211  C17 1.129
31 H 4.2373 -1.8573 -0.5608  C17 1.100
32 H 4.2753 0.6367 0.8991  C18 1.006
33 H 4.5336 -0.9035 1.4425  C18 1.079
34 H 2.1873 -1.2001 1.9545  C19 1.118
35 H 2.0339 0.6368 2.0005  C19 1.112

Values from the calculation:
orbital gap = 8.0934 eV
energy relative to the best compared isomer or geometry (same formula, charge and spin) = 226.1 kJ/mol
HOMO level = -7.6035 eV
charge = 0
structure (SMILES) = CN1C(=O)n2c(nc3ccccc32)NC12CCCC2
electronic energy = -22784.423 eV
LUMO level = 0.49 eV